Entry A
Molecular formula: C3H4N2O
Method: DFT, ωB97M-V/def2-TZVPD

Last columns: bonded neighbours and bond lengths (Å).
Cartesian coordinates (Å):
1 O 2.2197 -0.4502 -0.0495  C2 1.351, H7 0.970
2 C 0.8945 -0.1896 -0.0290  O1 1.351, C3 1.370, N6 1.361
3 C -0.1690 -1.0520 -0.0707  C2 1.370, N4 1.391, H8 1.080
4 N -1.2765 -0.2136 0.0113  C3 1.391, C5 1.351, H9 1.008
5 C -0.8221 1.0569 0.0789  N4 1.351, N6 1.311, H10 1.080
6 N 0.4881 1.1065 0.0566  C2 1.361, C5 1.311
7 H 2.6192 0.4296 0.0395  O1 0.970
8 H -0.2527 -2.1211 -0.1957  C3 1.080
9 H -2.2432 -0.4962 0.0442  N4 1.008
10 H -1.4579 1.9297 0.1144  C5 1.080

Total charge = 0
LUMO = 0.928 eV
SMILES string = Oc1c[nH]cn1
HOMO level = -8.31 eV
Frontier orbital gap = 9.241 eV

Here are the Mulliken charges for atoms 1 to 8, given in e:
1. O -0.517
2. C 0.628
3. C -0.564
4. N -0.029
5. C -0.219
6. N -0.637
7. H 0.375
8. H 0.385

=====

Entry B
Molecular formula: C3H4N2O
Method: DFT, ωB97M-V/def2-TZVPD

Last columns: bonded neighbours and bond lengths (Å).
Cartesian coordinates (Å):
1 O -2.0890 0.2811 -0.0264  C2 1.421, H7 1.026
2 C -0.6708 0.3044 -0.1077  O1 1.421, C3 1.397, N6 1.377
3 C 0.3483 1.2557 -0.0189  C2 1.397, N4 1.271, H8 1.060
4 N 1.5049 0.7355 0.0618  C3 1.271, C5 1.308
5 C 1.3539 -0.5620 -0.0077  N4 1.308, N6 1.338, H9 1.059
6 N 0.0526 -0.8672 -0.0692  C2 1.377, C5 1.338, H10 1.098
7 H -2.3103 -0.6353 0.3785  O1 1.026
8 H 0.1463 2.2909 -0.1211  C3 1.060
9 H 2.2638 -1.0705 -0.1946  C5 1.059
10 H -0.5996 -1.7325 0.1053  N6 1.098

Total charge = 0
LUMO = 0.205 eV
SMILES string = Oc1cnc[nH]1
HOMO level = -8.24 eV
Frontier orbital gap = 8.440 eV

Here are the Mulliken charges for atoms 1 to 8, given in e:
1. O -0.499
2. C 0.519
3. C -0.376
4. N -0.588
5. C -0.241
6. N -0.162
7. H 0.288
8. H 0.413

=====

In terms of stability, entry A leads; the second structure lies 36.6 kcal/mol higher.

=====

Entry A
Molecular formula: C3H4N2O
Method: DFT, ωB97M-V/def2-TZVPD

Last columns: bonded neighbours and bond lengths (Å).
Cartesian coordinates (Å):
1 C 0.5478 0.8954 -0.8461  N4 1.257, H7 1.099
2 C 0.1030 -0.8821 0.5881  C3 1.465, N5 1.239
3 C -1.2885 -0.4242 0.5827  C2 1.465, O6 1.215, H8 1.120
4 N 1.6263 1.4341 -1.2021  C1 1.257, H9 1.052
5 N 0.9047 -1.7834 0.8707  C2 1.239, H10 1.052
6 O -2.1274 -0.7002 -0.2511  C3 1.215
7 H -0.5135 1.1717 -0.9244  C1 1.099
8 H -1.5196 0.4376 1.2593  C3 1.120
9 H 1.4988 2.3463 -1.7102  N4 1.052
10 H 0.7685 -2.4952 1.6332  N5 1.052

Total charge = 0
LUMO (spin up / spin down) = -0.398 / -0.401 eV
HOMO level (spin up / spin down) = -8.31 / -8.32 eV
Frontier orbital gap (spin up / spin down) = 7.917 / 7.915 eV

Here are the Mulliken charges for atoms 1 to 8, given in e:
1. C -0.056
2. C 0.427
3. C -0.149
4. N -0.454
5. N -0.480
6. O -0.445
7. H 0.255
8. H 0.343

=====

Entry B
Molecular formula: C3H4N2O
Method: DFT, ωB97M-V/def2-TZVPD

Last columns: bonded neighbours and bond lengths (Å).
Cartesian coordinates (Å):
1 N -1.6904 0.4623 -0.3421  C2 1.337, H7 1.017, H8 1.013
2 C -0.7711 -0.4740 -0.0871  N1 1.337, C3 1.263, N4 1.751
3 C 0.0402 -1.4389 -0.0073  C2 1.263, N4 1.458, H9 1.081
4 N 0.7060 -0.4682 0.8530  C2 1.751, C3 1.458, C5 1.389
5 C 1.4581 0.5070 0.2115  N4 1.389, O6 1.220, H10 1.105
6 O 1.1599 1.0971 -0.8140  C5 1.220
7 H -1.2713 1.2729 -0.7905  N1 1.017
8 H -2.2938 0.7037 0.4355  N1 1.013
9 H 0.3130 -2.4541 -0.2579  C3 1.081
10 H 2.3494 0.7923 0.7989  C5 1.105

Total charge = 0
LUMO = 0.823 eV
SMILES string = NC1=CN1C=O
HOMO level = -9.12 eV
Frontier orbital gap = 9.948 eV

Here are the Mulliken charges for atoms 1 to 8, given in e:
1. N -0.507
2. C 0.464
3. C -0.388
4. N -0.524
5. C 0.192
6. O -0.559
7. H 0.317
8. H 0.261

=====

Entry C
Molecular formula: C3H4N2O
Method: DFT, ωB97M-V/def2-TZVPD

Last columns: bonded neighbours and bond lengths (Å).
Cartesian coordinates (Å):
1 O -1.9218 0.7727 -0.5487  C2 1.341, H7 0.970
2 C -0.7814 0.1614 -0.1980  O1 1.341, N3 1.331, N6 1.288
3 N 0.3399 0.8039 -0.5166  C2 1.331, C4 1.346
4 C 1.4769 0.4710 0.1216  N3 1.346, C5 1.278, H8 1.060
5 C 1.4268 -0.7951 0.2919  C4 1.278, H9 1.032
6 N -0.7561 -0.9972 0.3630  C2 1.288, H10 1.011
7 H -1.6511 1.6015 -0.9738  O1 0.970
8 H 2.2885 1.1457 0.2247  C4 1.060
9 H 1.2508 -1.7512 0.6390  C5 1.032
10 H -1.6676 -1.3807 0.5746  N6 1.011

Total charge = 0
LUMO = -0.458 eV
HOMO level = -8.51 eV
Frontier orbital gap = 8.047 eV

Here are the Mulliken charges for atoms 1 to 8, given in e:
1. O -0.501
2. C 0.689
3. N -0.571
4. C -0.417
5. C 0.008
6. N -0.583
7. H 0.354
8. H 0.366

=====

Entry D
Molecular formula: C3H4N2O
Method: DFT, ωB97M-V/def2-TZVPD

Last columns: bonded neighbours and bond lengths (Å).
Cartesian coordinates (Å):
1 O 1.7585 0.5185 0.9318  C2 1.357, H7 0.969
2 C 0.6039 0.1786 0.3060  O1 1.357, C3 1.356, N6 1.376
3 C 0.3485 -0.4068 -0.8905  C2 1.356, C4 1.429, H8 1.077
4 C -1.0768 -0.5021 -0.9120  C3 1.429, N5 1.310, H9 1.083
5 N -1.6415 0.0405 0.1386  C4 1.310, N6 1.375
6 N -0.5931 0.4573 0.9251  C2 1.376, N5 1.375, H10 1.010
7 H 1.8750 -0.0970 1.6706  O1 0.969
8 H 1.0647 -0.6663 -1.6519  C3 1.077
9 H -1.6931 -0.9621 -1.6745  C4 1.083
10 H -0.6461 1.4392 1.1568  N6 1.010

Total charge = 0
LUMO = 0.664 eV
SMILES string = Oc1ccn[nH]1
HOMO level = -9.39 eV
Frontier orbital gap = 10.057 eV

Here are the Mulliken charges for atoms 1 to 8, given in e:
1. O -0.527
2. C 0.308
3. C -0.351
4. C -0.278
5. N -0.644
6. N 0.049
7. H 0.361
8. H 0.382

=====

In terms of stability, entry D leads; the second structure lies 57.1 kcal/mol higher.

=====

Entry A
Molecular formula: CH14NO4
Method: DFT, ωB97M-V/def2-TZVPD

Last columns: bonded neighbours and bond lengths (Å).
Cartesian coordinates (Å):
1 C -2.6822 1.3629 -0.0558  N2 1.578, H3 1.129, H4 1.124, H5 1.158
2 N -1.2248 0.7693 -0.1744  C1 1.578, H6 1.022, H7 1.038, H8 1.035
3 H -2.8522 1.9385 0.9010  C1 1.129
4 H -3.4524 0.5640 -0.2359  C1 1.124
5 H -2.9032 2.0311 -0.9759  C1 1.158
6 H -0.4899 1.2279 0.3682  N2 1.022
7 H -1.1581 -0.2658 -0.2107  N2 1.038
8 H -1.0737 1.0708 -1.1528  N2 1.035
9 H 1.3664 -3.4406 -0.2534  O11 0.949
10 H 0.6031 -3.9342 0.9150  O11 0.945
11 O 0.5299 -3.3406 0.1839  H9 0.949, H10 0.945
12 H 2.2543 -1.1864 -2.8156  O14 0.951
13 H 0.9458 -1.8768 -3.1415  O14 0.906
14 O 1.3127 -1.1852 -2.6859  H12 0.951, H13 0.906
15 H 1.8460 3.3760 2.1213  O17 0.993
16 H 0.5713 4.0888 2.1285  O17 0.965
17 O 0.8838 3.1924 1.9557  H15 0.993, H16 0.965
18 H 0.9192 -0.4708 1.6402  O20 0.921
19 H 0.5838 -1.5251 0.6586  O20 0.976
20 O 0.7120 -0.5615 0.7472  H18 0.921, H19 0.976

Total charge = +1
LUMO = -2.939 eV
HOMO level = -14.65 eV
Frontier orbital gap = 11.716 eV

Here are the Mulliken charges for atoms 1 to 8, given in e:
1. C -0.696
2. N -0.296
3. H 0.296
4. H 0.324
5. H 0.299
6. H 0.319
7. H 0.353
8. H 0.364

=====

Entry B
Molecular formula: CH14NO4
Method: DFT, ωB97M-V/def2-TZVPD

Last columns: bonded neighbours and bond lengths (Å).
Cartesian coordinates (Å):
1 C -1.6924 0.7091 -0.5043  N2 1.491, H3 1.082, H4 1.091, H5 1.085
2 N -0.9458 -0.4816 -0.0065  C1 1.491, H6 1.024, H7 1.017, H8 1.019
3 H -2.6545 0.4709 -0.9393  C1 1.082
4 H -1.8598 1.3862 0.3340  C1 1.091
5 H -1.0939 1.2855 -1.2020  C1 1.085
6 H -0.3682 -0.8612 -0.7620  N2 1.024
7 H -1.5711 -1.2576 0.1958  N2 1.017
8 H -0.3097 -0.1915 0.7354  N2 1.019
9 H -1.2261 -1.7688 -3.2969  O11 0.961
10 H -0.3026 -0.6957 -2.8957  O11 0.961
11 O -1.2453 -0.8688 -2.9598  H9 0.961, H10 0.961
12 H 2.6606 2.2454 2.4017  O14 0.961
13 H 1.5656 3.1713 2.8221  O14 0.951
14 O 1.7943 2.2479 2.8182  H12 0.961, H13 0.951
15 H 0.7332 0.4399 2.6891  O17 0.995
16 H 0.2834 -0.7497 3.4506  O17 0.961
17 O 0.2370 -0.4120 2.5526  H15 0.995, H16 0.961
18 H 1.8726 -1.9609 -2.2814  O20 0.970
19 H 1.9979 -0.5074 -1.8668  O20 0.963
20 O 1.3545 -1.2221 -1.9246  H18 0.970, H19 0.963

Total charge = +1
LUMO = -3.103 eV
HOMO level = -15.09 eV
Frontier orbital gap = 11.985 eV

Here are the Mulliken charges for atoms 1 to 8, given in e:
1. C -0.804
2. N -0.047
3. H 0.331
4. H 0.352
5. H 0.327
6. H 0.239
7. H 0.354
8. H 0.280

=====

Entry C
Molecular formula: CH14NO4
Method: DFT, ωB97M-V/def2-TZVPD

Last columns: bonded neighbours and bond lengths (Å).
Cartesian coordinates (Å):
1 C 2.1861 0.0558 -1.5295  N2 1.447, H3 1.111, H4 1.171, H5 1.078
2 N 0.8233 -0.2506 -1.1524  C1 1.447, H6 1.185, H7 1.005, H8 0.978
3 H 2.3126 0.1673 -2.6272  C1 1.111
4 H 2.1714 1.2098 -1.3320  C1 1.171
5 H 2.9757 -0.4668 -1.0143  C1 1.078
6 H -0.0031 0.5461 -1.4484  N2 1.185
7 H 0.6455 -0.3190 -0.1652  N2 1.005
8 H 0.4481 -0.9789 -1.6870  N2 0.978
9 H -1.9108 0.5394 -2.2548  O11 1.021
10 H -1.3633 -0.2268 -3.5268  O11 0.986
11 O -1.0508 0.2456 -2.7197  H9 1.021, H10 0.986
12 H -0.6066 0.8224 2.0086  O14 0.909
13 H -0.6034 0.2707 3.3980  O14 0.948
14 O -0.8947 0.9906 2.8542  H12 0.909, H13 0.948
15 H -2.2351 1.2078 1.3323  O17 0.948
16 H -2.7409 -0.1443 1.2035  O17 0.986
17 O -2.1291 0.4750 0.7408  H15 0.948, H16 0.986
18 H 1.5314 -0.5366 1.5317  O20 1.002
19 H 1.9870 -2.1516 2.0838  O20 0.995
20 O 1.3887 -1.5262 1.5923  H18 1.002, H19 0.995

Total charge = +1
LUMO = -3.422 eV
HOMO level = -14.41 eV
Frontier orbital gap = 10.991 eV

Here are the Mulliken charges for atoms 1 to 8, given in e:
1. C -0.793
2. N -0.176
3. H 0.346
4. H 0.346
5. H 0.323
6. H 0.549
7. H 0.013
8. H 0.376

=====

In terms of stability, entry B leads; the second structure lies 24.1 kcal/mol higher.

=====

Entry A
Molecular formula: C3H3NO4
Method: DFT, ωB97M-V/def2-TZVPD

Last columns: bonded neighbours and bond lengths (Å).
Cartesian coordinates (Å):
1 O -0.3745 0.4721 -2.6950  N2 1.328, H9 0.972
2 N -1.0872 -0.3600 -1.9447  O1 1.328, C3 1.260
3 C -0.6521 -0.4374 -0.7651  N2 1.260, O4 1.353, O8 1.390
4 O -1.0629 -1.2687 0.2205  C3 1.353, C5 1.423
5 C -0.3553 -0.8125 1.3671  O4 1.423, C6 1.297, H10 1.052
6 C 0.4729 0.1248 1.0228  C5 1.297, O7 1.381, O8 1.288
7 O 1.3397 0.8800 1.7876  C6 1.381, H11 0.967
8 O 0.3059 0.4098 -0.2217  C3 1.390, C6 1.288
9 H 0.2770 0.8979 -2.1131  O1 0.972
10 H -0.5568 -1.3822 2.2286  C5 1.052
11 H 1.6935 1.4761 1.1128  O7 0.967

Total charge = 0
LUMO = 0.234 eV
SMILES string = O/N=c1/occ(O)o1
HOMO level = -8.47 eV
Frontier orbital gap = 8.700 eV

Here are the Mulliken charges for atoms 1 to 8, given in e:
1. O -0.322
2. N -0.388
3. C 0.688
4. O -0.336
5. C -0.381
6. C 0.509
7. O -0.479
8. O -0.424

=====

Entry B
Molecular formula: C3H3NO4
Method: DFT, ωB97M-V/def2-TZVPD

Last columns: bonded neighbours and bond lengths (Å).
Cartesian coordinates (Å):
1 O 1.2949 -1.5951 1.7021  C2 1.378, H9 0.981
2 C 0.6966 -0.7024 0.8396  O1 1.378, N3 1.291, O8 1.309
3 N 1.2954 0.1768 0.1072  C2 1.291, C4 1.352
4 C 0.3254 0.7417 -0.6466  N3 1.352, O5 1.359, C6 1.344
5 O 0.6412 1.6321 -1.6236  C4 1.359, H10 1.040
6 C -0.8235 0.0978 -0.3766  C4 1.344, O7 1.394, O8 1.408
7 O -2.0769 0.4187 -0.8964  C6 1.394, H11 0.997
8 O -0.5600 -0.9277 0.5521  C2 1.309, C6 1.408
9 H 0.4455 -1.9355 2.0569  O1 0.981
10 H 1.5849 2.0026 -1.3917  O5 1.040
11 H -2.8236 0.0910 -0.3229  O7 0.997

Total charge = 0
LUMO = 0.364 eV
SMILES string = Oc1nc(O)c(O)o1
HOMO level = -8.14 eV
Frontier orbital gap = 8.500 eV

Here are the Mulliken charges for atoms 1 to 8, given in e:
1. O -0.453
2. C 0.548
3. N -0.573
4. C 0.651
5. O -0.521
6. C 0.106
7. O -0.513
8. O -0.319

=====

In terms of stability, entry B leads; the second structure lies 49.6 kcal/mol higher.